(1)
Formula: C3H11N2OP
Source: the OMol25 dataset
Level of theory: ωB97M-V with the def2-TZVPD basis set

Last column: Löwdin charge in e.
Geometry (Å):
C -1.54 0.78 -0.69  -0.23
N -0.91 -0.17 0.13  -0.28
C -1.38 -1.49 -0.10  -0.22
P 1.14 0.04 -0.13  0.65
C 1.56 1.64 0.48  -0.18
N 1.68 -1.07 1.02  -0.08
O 1.67 -0.31 -1.52  -0.37
H -1.17 1.08 -1.61  0.06
H -2.59 0.56 -0.94  0.09
H -1.68 1.71 -0.19  0.06
H -1.11 -2.04 -1.07  0.09
H -1.08 -2.11 0.81  0.08
H -2.50 -1.51 -0.37  0.10
H 1.65 1.66 1.55  0.04
H 2.51 2.18 0.22  0.08
H 0.65 2.20 0.17  0.05
H 2.14 -1.84 0.55  0.05
H 0.97 -1.29 1.69  0.02

- Gap between HOMO and LUMO: 9.51 eV
- SMILES: CN(C)[P@@](C)(N)=O
- Lowest unoccupied orbital energy: 0.9 eV
- Calculated total energy: -17605.519 eV

(2)
Formula: C3H5N3
Source: the OMol25 dataset
Level of theory: ωB97M-V with the def2-TZVPD basis set

Last column: Löwdin charge in e.
Geometry (Å):
N -1.97 -0.16 0.07  0.10
C -0.53 -0.19 0.03  -0.56
N 0.29 -1.13 -0.25  0.06
N 1.60 -0.61 -0.14  -0.15
C 1.89 0.65 0.04  0.01
C -0.75 1.06 0.51  0.11
H -2.44 -0.27 -0.83  0.12
H -2.43 -0.63 0.84  0.12
H 2.26 -1.38 -0.19  0.13
H 2.99 0.69 0.12  0.01
H -0.85 1.93 -0.13  0.05

- Gap between HOMO and LUMO: 9.01 eV
- Lowest unoccupied orbital energy: 0.7 eV
- Calculated total energy: -7655.852 eV

(3)
Formula: C4H11NO2
Source: the OMol25 dataset
Level of theory: ωB97M-V with the def2-TZVPD basis set

Last column: Löwdin charge in e.
Geometry (Å):
C -0.40 1.03 -1.42  -0.09
C 0.23 0.02 -0.45  -0.55
C 1.28 0.70 0.42  -0.08
N 0.84 -1.10 -1.14  0.02
H 0.36 1.48 -2.07  0.07
H -0.89 1.85 -0.88  0.07
H -1.15 0.56 -2.06  0.07
H -0.84 -0.40 0.00  0.12
H 2.08 1.14 -0.19  0.08
H 0.84 1.51 1.01  0.08
H 1.74 -0.01 1.10  0.07
H 1.60 -0.79 -1.75  0.07
H 0.16 -1.56 -1.75  0.07
O -2.02 -1.31 0.89  -0.03
C -0.97 -1.18 1.58  -0.36
O -0.92 -0.25 2.56  0.08
H -0.10 -1.84 1.59  0.15
H -1.81 0.16 2.56  0.14

- Gap between HOMO and LUMO: 9.80 eV
- SMILES: CC(C)N.O=CO
- Lowest unoccupied orbital energy: 0.8 eV
- Calculated total energy: -9910.290 eV

(4)
Formula: C5H20O5
Source: the OMol25 dataset
Level of theory: ωB97M-V with the def2-TZVPD basis set

Last column: Löwdin charge in e.
Geometry (Å):
C -0.68 -0.02 -0.23  -0.13
O -1.03 -0.22 1.13  -0.10
H -1.41 0.85 -0.41  0.12
H -0.99 -0.70 -0.94  0.05
H 0.32 0.33 -0.37  0.05
H -1.60 -0.91 1.28  0.00
C 3.07 -1.47 -0.17  -0.18
O 3.67 -2.57 -0.78  -0.11
H 3.56 -0.83 0.47  0.05
H 2.20 -1.70 0.25  0.02
H 2.87 -0.56 -0.88  0.10
H 3.54 -2.73 -1.77  0.13
C -3.39 -3.39 1.56  -0.18
O -2.88 -2.47 0.68  -0.14
H -3.03 -2.98 2.47  0.08
H -2.96 -4.41 1.43  0.10
H -4.40 -3.28 1.47  0.05
H -3.06 -3.01 -0.17  0.14
C -0.07 3.43 1.55  -0.09
O -0.99 2.50 2.33  -0.16
H 0.82 2.99 1.53  0.02
H -0.10 4.28 2.21  0.07
H -0.31 3.53 0.49  0.06
H -0.78 1.63 1.91  0.03
C 1.23 1.70 -2.72  -0.14
O 1.00 2.67 -1.62  -0.17
H 1.44 2.19 -3.66  0.08
H 0.30 1.24 -2.99  0.06
H 1.75 0.80 -2.51  0.04
H 1.92 3.13 -1.54  0.13

- Gap between HOMO and LUMO: 9.89 eV
- SMILES: CO.CO.CO.CO.CO
- Lowest unoccupied orbital energy: 0.4 eV
- Calculated total energy: -15741.411 eV

(5)
Formula: C6H30NO11
Source: the OMol25 dataset
Level of theory: ωB97M-V with the def2-TZVPD basis set

Last column: Löwdin charge in e.
Geometry (Å):
C -0.96 2.98 0.21  -0.34
O -0.18 2.74 -0.93  -0.33
C -0.29 2.25 1.37  -0.20
C -1.24 1.69 2.49  -0.18
C -2.00 0.51 1.87  -0.10
C -2.21 -0.65 2.47  -0.17
N -2.73 -1.87 1.91  0.00
C -2.89 -1.87 0.65  -0.08
H -2.05 2.69 0.18  0.11
H -0.85 4.05 0.35  0.10
H 0.49 2.88 1.75  0.09
H 0.33 1.38 1.02  0.10
H -0.68 1.58 3.44  0.11
H -1.92 2.47 2.73  0.09
H -2.56 0.89 0.99  0.11
H -1.68 -0.92 3.38  0.09
H -2.57 -1.16 -0.14  0.06
H -3.31 -2.63 -0.02  0.07
H 2.75 0.94 2.37  0.00
H 1.56 1.75 3.04  0.00
O 2.46 1.41 3.18  -0.09
H 2.86 -1.49 -1.56  0.06
H 2.01 -0.21 -1.94  0.01
O 2.08 -1.18 -2.04  -0.07
H -0.12 -1.27 0.59  0.02
H 0.35 -2.63 0.02  0.05
O 0.59 -1.93 0.65  -0.05
H -0.26 -3.12 -2.54  0.00
H 1.27 -2.77 -2.06  -0.02
O 0.61 -3.47 -2.24  -0.11
H 0.78 -1.89 2.83  0.00
H 1.55 -0.59 3.64  0.01
O 1.04 -1.40 3.61  -0.07
H -0.41 -2.08 -4.30  0.02
H -1.65 -1.44 -3.63  0.03
O -1.24 -2.29 -3.84  -0.08
H -0.77 1.37 -1.25  -0.02
H -0.62 -0.23 -1.19  -0.01
O -1.14 0.47 -1.59  -0.11
H 2.53 0.64 0.02  0.01
H 1.85 -0.39 0.89  0.00
O 2.73 0.04 0.82  -0.11
H 1.01 -0.56 -4.30  0.04
H -0.40 0.12 -4.46  0.06
O 0.24 -0.49 -4.86  -0.05
H 1.10 2.06 -1.16  0.04
H 2.60 2.15 -1.16  0.07
O 1.95 1.44 -1.27  -0.14

- Gap between HOMO and LUMO: 8.51 eV
- Lowest unoccupied orbital energy: 2.8 eV
- Calculated total energy: -30721.760 eV
- Total charge: -1

Please write out number 3 again, unchanged.
Formula: C4H11NO2
Source: the OMol25 dataset
Level of theory: ωB97M-V with the def2-TZVPD basis set

Last column: Löwdin charge in e.
Geometry (Å):
C -0.40 1.03 -1.42  -0.09
C 0.23 0.02 -0.45  -0.55
C 1.28 0.70 0.42  -0.08
N 0.84 -1.10 -1.14  0.02
H 0.36 1.48 -2.07  0.07
H -0.89 1.85 -0.88  0.07
H -1.15 0.56 -2.06  0.07
H -0.84 -0.40 0.00  0.12
H 2.08 1.14 -0.19  0.08
H 0.84 1.51 1.01  0.08
H 1.74 -0.01 1.10  0.07
H 1.60 -0.79 -1.75  0.07
H 0.16 -1.56 -1.75  0.07
O -2.02 -1.31 0.89  -0.03
C -0.97 -1.18 1.58  -0.36
O -0.92 -0.25 2.56  0.08
H -0.10 -1.84 1.59  0.15
H -1.81 0.16 2.56  0.14

- Gap between HOMO and LUMO: 9.80 eV
- SMILES: CC(C)N.O=CO
- Lowest unoccupied orbital energy: 0.8 eV
- Calculated total energy: -9910.290 eV